Molecular formula: C4H13NO2
Method: DFT, ωB97M-V with the def2-TZVPD basis set

```
! RIJCOSX wB97M-V def2-TZVPD def2/J DEFGRID3
* xyz 0 1
C 1.80527 1.83948 -0.53411
C 1.03432 1.44799 -1.78667
C 0.31182 0.13833 -1.39451
N -0.65477 0.57741 -0.16070
C -0.58639 0.16377 1.24831
O -0.52429 1.22838 2.24738
H 1.59372 2.53238 0.28761
H 2.11686 0.89177 0.01728
H 2.91963 1.86811 -0.80569
H 0.34637 2.23515 -1.97043
H 1.57213 1.26484 -2.70467
H 0.96988 -0.59029 -0.83101
H 0.00842 -0.39823 -2.28254
H -1.64156 0.35022 -0.39096
H 0.05936 -0.59907 1.59908
H -1.59320 -0.49253 1.35823
H -0.71234 2.04239 1.65087
O -2.28398 -4.78395 1.83263
H -3.05833 -4.41218 1.40509
H -1.68292 -5.30397 1.21482
*
```

## Properties
Structure (SMILES) ... CCCNCO.O
LUMO level ... 0.67 eV

Löwdin atomic charge list, values in e, 6 entries:
1. C -0.14
2. C -0.26
3. C -0.15
4. N -0.05
5. C -0.32
6. O -0.11



Molecular formula: C4H8N2O3S
Method: DFT, ωB97M-V with the def2-TZVPD basis set

```
! RIJCOSX wB97M-V def2-TZVPD def2/J DEFGRID3
* xyz 0 1
C -0.94784 0.35505 0.17867
C -0.18896 -0.93201 0.46273
C -3.22118 1.11438 0.32886
C 3.40073 -0.40753 0.24649
N -0.47030 1.50851 0.02550
N 1.21599 -0.67665 0.86921
O 1.43398 3.01953 0.54924
O -2.27032 0.16269 0.28741
O 2.14425 -0.93415 -0.19535
S 1.01383 2.04880 -0.43359
H -0.85424 -1.51758 1.25321
H -0.21438 -1.50068 -0.51890
H -3.75822 1.13535 1.36703
H -3.89079 1.07088 -0.49573
H -2.69045 2.14216 0.24282
H 3.16257 0.64120 0.81321
H 3.99274 -0.33488 -0.67399
H 3.74934 -1.28168 0.89055
*
```

## Properties
LUMO level (alpha / beta) ... -0.44 / -0.28 eV

Löwdin atomic charge list, values in e, 6 entries:
1. C -0.43
2. C -0.12
3. C -0.11
4. C -0.11
5. N -0.18
6. N 0.04



Molecular formula: C5H2Cl2O4
Method: DFT, ωB97M-V with the def2-TZVPD basis set

```
! RIJCOSX wB97M-V def2-TZVPD def2/J DEFGRID3
* xyz -2 1
C 1.55825 2.10560 -0.11733
C -0.79507 2.58548 0.30987
C 0.23616 0.02606 1.39340
C 1.20476 1.16914 0.92975
C 1.61581 0.27532 1.78079
O 2.74083 2.17056 -0.43799
O -0.58705 2.97176 1.40910
O 0.62190 2.87287 -0.52380
O -1.66162 2.30498 -0.46368
Cl 2.74140 -0.37336 2.85809
Cl 4.79415 -8.58705 3.38901
H -0.65532 0.11975 2.20427
H -0.01015 -0.83494 0.79768
*
```

## Properties
LUMO level ... 4.83 eV

Löwdin atomic charge list, values in e, 6 entries:
1. C -0.57
2. C -0.70
3. C -0.11
4. C -0.07
5. C -0.68
6. O 0.05



Molecular formula: C2H2N4O
Method: DFT, ωB97M-V with the def2-TZVPD basis set

```
! RIJCOSX wB97M-V def2-TZVPD def2/J DEFGRID3
* xyz 0 1
N 1.51058 -2.00397 -0.09859
C 1.93448 -0.92548 -0.04935
N 2.24810 0.26883 0.38289
O 2.99282 1.09546 -0.08563
N 0.07363 0.82534 -0.21912
C -1.03387 0.55273 -0.07850
N -2.29348 0.26844 0.13542
H -2.47099 -0.62087 0.58352
H -2.96126 0.53952 -0.57065
*
```

## Properties
Structure (SMILES) ... N#CN=O.N#CN
LUMO level (alpha / beta) ... -1.41 / -1.41 eV

Löwdin atomic charge list, values in e, 6 entries:
1. N 0.18
2. C -0.33
3. N -0.08
4. O 0.06
5. N 0.17
6. C -0.33



Molecular formula: C39H44N6O9SSi
Method: DFT, ωB97M-V with the def2-TZVPD basis set

```
! RIJCOSX wB97M-V def2-TZVPD def2/J DEFGRID3
* xyz 0 1
C -0.95291 -0.71297 8.36310
C -0.18742 0.64298 7.94078
C 0.62189 0.41489 6.54098
C -0.44138 0.63669 5.35635
C -0.16264 -0.20787 4.02948
C -0.39431 0.48258 2.63546
C -0.90693 1.98653 2.45362
C 0.34839 2.87948 1.95103
O 1.00162 3.45054 3.12521
Si 2.73293 3.43392 3.00438
C 3.52551 1.82086 3.66065
C 3.38706 3.69932 1.19963
C 3.49587 4.89872 4.03283
C -0.14798 -0.35868 1.29573
C 0.29960 -1.83149 1.25601
C 0.54635 -2.55365 2.63378
N 0.98307 -3.93365 2.74088
S 1.01541 -4.10158 4.45975
N 0.53518 -2.57164 5.10835
C 0.29638 -1.70959 3.97259
H -0.31838 -1.63908 8.11396
H -1.23979 -0.63350 9.46571
H -1.92300 -0.77014 7.74956
H 0.45884 1.10221 8.76243
H -1.02001 1.40752 7.67688
H 1.18505 -0.57747 6.50670
H 1.42284 1.25268 6.48818
H -0.35663 1.75178 5.05032
H -1.53867 0.49009 5.66484
H -1.73970 1.96652 1.64877
H -1.40626 2.41438 3.39826
H 0.05733 3.66589 1.17336
H 1.07630 2.13519 1.44389
H 3.25298 1.60136 4.76588
H 4.67501 1.98173 3.67095
H 3.33414 0.91872 2.98480
H 4.53408 3.68325 1.24817
H 3.09125 2.77618 0.56802
H 2.96172 4.65409 0.73259
H 4.63274 4.84480 3.86847
H 3.19836 4.84548 5.13755
H 3.10893 5.85956 3.51120
H -0.35965 0.15749 0.28193
H 0.42263 -2.37428 0.24771
C -7.11813 2.24661 -0.56382
C -7.06449 3.58006 -0.16783
C -5.83481 4.20959 -0.00482
C -4.66310 3.49378 -0.24600
C -4.71008 2.15621 -0.63540
C -5.94439 1.53421 -0.79312
N -3.36627 4.15912 -0.10014
O -3.36225 5.32757 0.26126
O -2.36086 3.50863 -0.35205
H -8.08018 1.76011 -0.69542
H -7.98273 4.12997 0.01094
H -5.80684 5.24889 0.30407
H -3.80288 1.59070 -0.82031
H -5.99230 0.49418 -1.09874
C 4.23318 0.02034 -4.62805
C 4.74910 0.53668 -3.44205
C 3.91676 0.72344 -2.34367
C 2.56752 0.38502 -2.44343
C 2.04408 -0.12486 -3.63001
C 2.88306 -0.30599 -4.72384
N 1.69253 0.55534 -1.28328
O 2.18111 1.02076 -0.26381
O 0.52171 0.21727 -1.39672
H 4.88727 -0.12955 -5.48202
H 5.80197 0.79056 -3.37356
H 4.33089 1.12620 -1.42547
H 0.99471 -0.38646 -3.71751
H 2.48652 -0.70464 -5.64919
C -4.08150 -1.77653 -6.92137
C -4.01428 -0.43931 -6.54011
C -2.77864 0.18242 -6.39507
C -1.61459 -0.54501 -6.63940
C -1.67511 -1.88618 -7.01398
C -2.91536 -2.50024 -7.15372
N -0.31197 0.11193 -6.51241
O -0.29564 1.28382 -6.16304
O 0.68748 -0.54847 -6.76670
H -5.04834 -2.25710 -7.03898
H -4.92670 0.11945 -6.35884
H -2.74000 1.22472 -6.09752
H -0.77413 -2.46052 -7.20088
H -2.97390 -3.54301 -7.44765
C 2.62525 -7.14493 -1.34876
C 2.41497 -7.34475 -2.71053
C 1.70007 -6.40823 -3.45000
C 1.20331 -5.27085 -2.81489
C 1.40429 -5.06928 -1.45027
C 2.11779 -6.01233 -0.71825
N 0.47128 -4.26880 -3.59361
O 0.29684 -4.48737 -4.78580
O 0.07914 -3.26824 -3.00917
H 3.18864 -7.87561 -0.77590
H 2.81169 -8.23034 -3.19628
H 1.54331 -6.57575 -4.51002
H 1.01716 -4.19014 -0.94772
H 2.28201 -5.86297 0.34409
*
```

## Properties
LUMO level ... -0.69 eV

Löwdin atomic charge list, values in e, 6 entries:
1. C -0.13
2. C -0.25
3. C -0.20
4. C -0.17
5. C -0.05
6. C -0.09



Molecular formula: C15H42BrN4O10S
Method: DFT, ωB97M-V with the def2-TZVPD basis set

```
! RIJCOSX wB97M-V def2-TZVPD def2/J DEFGRID3
* xyz 1 1
N -5.99737 5.81189 -1.91677
C -6.96709 4.73601 -2.18050
N -8.07241 4.91355 -1.25183
N -7.55162 4.78850 -3.50368
C -6.28468 3.32047 -2.06231
C -4.84482 3.33666 -1.59733
S -4.01802 1.67323 -1.50816
C -2.73820 2.42284 -0.68506
N -3.05932 3.57086 -0.13646
C -4.49190 3.86212 -0.21776
Br -5.37179 2.74416 1.15498
H -5.91705 6.43354 -2.70991
H -6.27790 6.35703 -1.11010
H -8.71911 4.13408 -1.33149
H -7.74965 4.90612 -0.28699
H -6.90069 4.49999 -4.22463
H -7.86435 5.72902 -3.72118
H -6.87750 2.69504 -1.39092
H -6.30522 2.84585 -3.04654
H -4.20261 3.88997 -2.29017
H -1.72558 2.00963 -0.64493
H -2.38706 4.18099 0.31013
H -4.79043 4.86995 0.02989
C 1.17246 1.16545 -0.94466
C 1.81878 0.08093 -0.11450
O 1.61104 -1.18541 -0.74390
O -0.21676 0.86633 -1.12923
H 1.24988 2.13519 -0.45176
H 1.65578 1.23381 -1.92509
H 1.32813 0.00758 0.85601
H 2.87832 0.27338 0.05417
H 2.17019 -1.24113 -1.52740
H -0.25192 -0.09556 -1.24317
C 5.49768 -0.14030 2.23939
C 6.07458 -1.26289 3.07793
O 5.86589 -2.50117 2.40859
O 4.12025 -0.38071 1.98452
H 5.58434 0.81997 2.74834
H 6.04764 -0.08181 1.29032
H 5.54216 -1.33803 4.02599
H 7.13504 -1.09073 3.28415
H 6.44686 -2.55410 1.62866
H 4.04133 -1.33713 1.86558
C 3.98989 -3.73602 -0.80822
C 3.55664 -4.63506 0.33098
O 4.64877 -4.82163 1.22116
O 5.15453 -4.24429 -1.42344
H 3.20648 -3.64185 -1.56225
H 4.20242 -2.73536 -0.39836
H 3.30112 -5.62905 -0.03763
H 2.68173 -4.20605 0.83216
H 4.88099 -3.95830 1.58688
H 5.67007 -4.59979 -0.68654
C 9.58930 -3.55560 0.74055
C 8.19653 -3.94794 0.30181
O 7.31664 -2.80983 0.37630
O 9.60472 -3.05479 2.06228
H 10.24399 -4.42734 0.71775
H 9.99135 -2.80314 0.04827
H 7.77681 -4.69056 0.98078
H 8.20040 -4.34975 -0.71416
H 7.55170 -2.19803 -0.32971
H 8.81543 -2.51361 2.17769
C -6.23491 -1.38060 1.57650
C -7.29330 -1.36298 0.49551
O -7.97104 -0.10498 0.49035
O -6.78635 -1.13335 2.85133
H -5.74107 -2.35254 1.61409
H -5.47313 -0.61935 1.33874
H -8.06090 -2.10912 0.69687
H -6.84423 -1.57523 -0.48023
H -7.34715 0.56692 0.19786
H -7.48475 -0.47596 2.74050
*
```

## Properties
LUMO level ... -4.36 eV

Löwdin atomic charge list, values in e, 6 entries:
1. N 0.08
2. C -0.66
3. N 0.08
4. N 0.09
5. C -0.14
6. C -0.55



Molecular formula: C25H26N
Method: DFT, ωB97M-V with the def2-TZVPD basis set

```
! RIJCOSX wB97M-V def2-TZVPD def2/J DEFGRID3
* xyz 1 1
C -5.35081 1.67190 1.52173
N -4.43459 1.47180 0.40450
C -4.98069 0.78622 -0.76230
C -3.13254 1.87539 0.43609
C -2.58279 2.38886 1.65189
C -1.22857 2.60324 1.73605
C -0.35890 2.30819 0.64785
C 1.03451 2.33085 0.86437
C 1.97220 1.58836 0.17397
C 3.27578 2.04378 -0.07159
C 3.89442 1.21571 -1.02915
C 3.01449 0.28242 -1.47135
C 1.67143 0.21245 -0.61714
C 1.16011 -1.05956 -0.14825
C 2.10094 -2.24760 -0.62920
C 1.88316 -2.98929 -1.80730
C 2.96208 -3.62661 -2.44165
C 4.21682 -3.65450 -1.85029
C 4.39010 -3.05621 -0.61506
C 3.32740 -2.41649 0.03386
C -0.30878 -1.54532 -0.47430
C -1.14283 -1.32584 0.57292
C -0.39865 -0.98662 1.84540
C 1.05451 -1.04395 1.45144
C -0.94421 1.96336 -0.60540
C -2.29093 1.70881 -0.70410
H -5.29703 2.71429 1.88437
H -6.37732 1.46664 1.17943
H -5.12895 0.99416 2.37092
H -4.36819 -0.09304 -1.02855
H -6.00729 0.44277 -0.51878
H -5.03746 1.46247 -1.63345
H -3.23221 2.58833 2.51110
H -0.79110 2.98185 2.65671
H 1.43649 2.96021 1.64200
H 3.75805 2.86422 0.46214
H 4.95494 1.32335 -1.33236
H 3.17568 -0.36289 -2.36456
H 0.77814 0.37635 -1.31510
H 0.89592 -3.00636 -2.29397
H 2.78951 -4.09837 -3.39858
H 5.03927 -4.14270 -2.34101
H 5.35432 -3.06930 -0.11865
H 3.47243 -1.94862 1.01606
H -0.62487 -2.09266 -1.36658
H -2.23670 -1.41597 0.54967
H -0.70477 -1.61974 2.70323
H -0.67970 0.03308 2.10234
H 1.66252 -0.18529 1.76216
H 1.40979 -1.96978 1.90583
H -0.32312 1.93719 -1.49594
H -2.72201 1.36041 -1.65138
*
```

## Properties
Structure (SMILES) ... C[N+](C)=C1C=CC(=CC2=CC=C[C@H]2[C@]2(c3ccccc3)C=CCC2)C=C1
LUMO level ... -4.85 eV

Löwdin atomic charge list, values in e, 6 entries:
1. C -0.04
2. N -0.16
3. C -0.04
4. C -0.19
5. C 0.01
6. C -0.01



Molecular formula: C2H13N2O2
Method: DFT, ωB97M-V with the def2-TZVPD basis set

```
! RIJCOSX wB97M-V def2-TZVPD def2/J DEFGRID3
* xyz 1 1
N -0.23336 -0.69225 0.17131
C 1.09631 -0.38012 -0.46851
C 1.05568 0.93408 -1.26590
N 2.43212 1.37903 -1.47024
H -0.60115 0.09851 0.72082
H -0.89603 -1.09072 -0.49110
H 0.01900 -1.38051 0.85254
H 1.91588 -0.35455 0.24546
H 1.28771 -1.14349 -1.22669
H 0.53120 0.90001 -2.21980
H 0.50690 1.68082 -0.65807
H 2.77875 2.04342 -0.78914
H 2.52420 1.84557 -2.35762
H -1.61157 1.95699 1.27071
H -0.59041 1.94628 2.39144
O -1.09617 1.35165 1.82239
H -2.55006 -3.32329 0.44621
H -2.87559 -2.25059 1.50354
O -2.43725 -2.39075 0.65900
*
```

## Properties
LUMO level ... -3.06 eV

Löwdin atomic charge list, values in e, 6 entries:
1. N 0.17
2. C -0.13
3. C -0.27
4. N 0.00
5. H 0.08
6. H 0.15